# 1
The ion C3H9N2O with charge -1 at a distorted geometry. Source: the OMol25 dataset; level of theory: the ωB97M-V functional and the def2-TZVPD basis.

Structure (XYZ):
```
15
C3H9N2O | the OMol25 dataset | the ωB97M-V functional and the def2-TZVPD basis
N -2.252 0.037 -0.942
C -1.653 0.687 0.251
C -0.309 0.210 0.544
N 0.609 0.362 -0.640
C 2.035 -0.237 -0.038
O 1.779 -1.036 0.949
H -1.641 -0.417 -1.564
H -2.940 -0.814 -0.672
H -2.266 0.731 1.189
H -1.533 1.846 -0.066
H -0.195 -0.785 1.050
H 0.229 1.089 1.156
H 0.397 -0.187 -1.450
H 2.426 -0.801 -0.904
H 2.357 0.876 0.202
```

Summary:
Total energy, eV: -8282.261
Charge: -1
Frontier orbital gap, eV: 7.0960
SMILES: NCCNC[O-]

Results of the Löwdin charge analysis, in e, for atoms 1 through 4: -0.049 -0.358 -0.344 -0.111

***

# 2
The ion C3H9N2O with charge +1 at a distorted geometry. Source: the OMol25 dataset; level of theory: the ωB97M-V functional and the def2-TZVPD basis.

Structure (XYZ):
```
15
C3H9N2O | the OMol25 dataset | the ωB97M-V functional and the def2-TZVPD basis
C -1.156 -0.194 -0.834
C 0.327 0.017 -0.498
N 1.102 -1.414 -0.361
C 0.305 0.562 0.996
N -0.212 1.850 1.168
O 0.853 -0.092 1.791
H -1.837 0.520 -0.594
H -1.693 -1.178 -0.362
H -1.451 -0.255 -1.916
H 1.002 0.674 -1.111
H 2.079 -1.289 -0.501
H 0.688 -2.095 -0.973
H 0.956 -1.585 0.645
H -0.421 2.062 2.089
H -0.543 2.416 0.460
```

Summary:
Total energy, eV: -8277.559
Charge: +1
Frontier orbital gap, eV: 11.6820
SMILES: C[C@H]([NH3+])C(N)=O

Results of the Löwdin charge analysis, in e, for atoms 1 through 4: -0.056 -0.141 0.245 -0.490

***

# 3
The ion C3H9N2O with charge +1 at a distorted geometry. Source: the OMol25 dataset; level of theory: the ωB97M-V functional and the def2-TZVPD basis.

Structure (XYZ):
```
15
C3H9N2O | the OMol25 dataset | the ωB97M-V functional and the def2-TZVPD basis
N 0.577 -1.444 -0.908
C 0.236 -0.404 -0.143
C -1.246 -0.411 0.414
O -1.784 0.755 1.040
C 1.185 0.534 0.470
N 0.489 1.143 -0.671
H -0.112 -1.911 -1.476
H 1.541 -1.613 -1.151
H -1.897 -0.602 -0.445
H -1.304 -1.279 1.073
H -1.635 0.730 1.993
H 2.247 0.372 0.327
H 0.959 0.962 1.440
H 1.021 1.389 -1.499
H -0.277 1.780 -0.464
```

Summary:
Total energy, eV: -8277.173
Charge: +1
Frontier orbital gap, eV: 11.8915
SMILES: N[C@@]1(CO)C[NH2+]1

Results of the Löwdin charge analysis, in e, for atoms 1 through 4: 0.170 -0.371 -0.140 -0.027

***

# 4
The ion C3H9N2O with charge +1 at a distorted geometry. Source: the OMol25 dataset; level of theory: the ωB97M-V functional and the def2-TZVPD basis.

Structure (XYZ):
```
15
C3H9N2O | the OMol25 dataset | the ωB97M-V functional and the def2-TZVPD basis
C -1.071 0.678 -0.870
C -0.524 -0.626 -0.266
O 0.144 -1.505 -1.077
C 0.516 -0.112 0.637
N 0.191 0.613 1.702
N 1.774 -0.274 0.204
H -0.210 1.220 -1.346
H -1.551 1.264 -0.059
H -1.691 0.367 -1.653
H -1.489 -1.090 0.190
H -0.612 -1.889 -1.496
H -0.819 0.954 1.939
H 0.976 1.096 2.138
H 1.832 -0.832 -0.673
H 2.532 0.137 0.627
```

Summary:
Total energy, eV: -8277.889
Charge: +1
Frontier orbital gap, eV: 11.8277
SMILES: C[C@@H](O)C(N)=[NH2+]

Results of the Löwdin charge analysis, in e, for atoms 1 through 4: -0.001 -0.398 0.020 -0.316

***

# 5
A cluster of 2 separate species, C3H9N2O in total at a distorted geometry. Source: the OMol25 dataset; level of theory: the ωB97M-V functional and the def2-TZVPD basis.

Structure (XYZ):
```
15
C3H9N2O | the OMol25 dataset | the ωB97M-V functional and the def2-TZVPD basis
C -0.786 1.014 -0.403
C 0.422 0.322 0.483
C 1.881 0.571 0.241
N -2.341 -1.722 0.308
N 2.324 1.085 -0.845
O -0.614 1.637 -1.418
H -1.751 0.840 0.087
H 0.364 -0.780 0.265
H 0.232 0.286 1.565
H 2.402 0.332 1.158
H -1.408 -2.017 0.582
H -2.912 -2.072 -0.403
H 1.687 1.286 -1.707
H 3.359 1.029 -1.106
H -2.858 -1.814 1.192
```

Summary:
Total energy, eV: -8276.316
Charge: +1
Frontier orbital gap, eV: 8.2945

Results of the Löwdin charge analysis, in e, for atoms 1 through 4: -0.169 -0.081 -0.042 0.038

***

# 6
The ion C3H9N2O with charge +1 at a distorted geometry. Source: the OMol25 dataset; level of theory: the ωB97M-V functional and the def2-TZVPD basis.

Structure (XYZ):
```
15
C3H9N2O | the OMol25 dataset | the ωB97M-V functional and the def2-TZVPD basis
C 1.802 0.679 1.632
N 1.016 0.577 0.665
C -0.366 0.731 0.504
O -1.252 1.260 1.366
N -1.018 -0.568 -0.064
C -0.402 -1.184 -1.256
H 2.792 0.432 1.269
H 1.701 1.116 2.669
H -0.135 1.526 -0.424
H -1.985 1.791 1.077
H -2.065 -0.401 -0.224
H -0.882 -1.256 0.672
H -1.050 -1.899 -1.810
H -0.173 -0.248 -1.959
H 0.511 -1.574 -1.060
```

Summary:
Total energy, eV: -8275.353
Charge: +1
Frontier orbital gap, eV: 10.7450
SMILES: C=N[C@H](O)[NH2+]C

Results of the Löwdin charge analysis, in e, for atoms 1 through 4: 0.040 0.010 -0.439 0.074

***

# 7
The ion C3H9N2O2 with charge +1 at a distorted geometry. Source: the OMol25 dataset; level of theory: the ωB97M-V functional and the def2-TZVPD basis.

Structure (XYZ):
```
16
C3H9N2O2 | the OMol25 dataset | the ωB97M-V functional and the def2-TZVPD basis
N -1.483 -1.547 -0.278
C -0.149 -1.330 -0.207
O 0.667 -2.126 0.200
C 0.416 0.080 -0.539
N 1.710 0.219 0.138
C -0.605 1.237 -0.089
O -0.194 1.576 1.205
H -1.712 -2.319 0.328
H -2.153 -1.199 -0.939
H 0.438 0.158 -1.626
H 1.567 0.274 1.150
H 2.347 -0.564 -0.021
H 2.073 1.113 -0.194
H -0.509 2.036 -0.816
H -1.586 0.812 -0.220
H -0.825 1.581 1.909
```

Summary:
Total energy, eV: -10325.455
Charge: +1
Frontier orbital gap, eV: 11.1862
SMILES: NC(=O)[C@H]([NH3+])CO

Results of the Löwdin charge analysis, in e, for atoms 1 through 4: 0.190 -0.480 0.097 -0.167

***

# 8
A cluster of 2 separate species, C3H9N2O2 in total at a distorted geometry. Source: the OMol25 dataset; level of theory: the ωB97M-V functional and the def2-TZVPD basis.

Structure (XYZ):
```
16
C3H9N2O2 | the OMol25 dataset | the ωB97M-V functional and the def2-TZVPD basis
C -0.337 -1.202 0.300
C -0.494 0.585 -0.777
C 1.077 0.820 1.258
N -1.104 -0.735 -0.786
N 0.576 0.033 0.057
O 0.182 -2.432 0.247
O 0.008 1.280 -1.870
H -0.747 -1.155 1.317
H -1.425 2.058 0.297
H 2.189 0.635 1.338
H 0.857 1.930 1.133
H 0.350 0.537 2.142
H -1.978 -0.983 -1.040
H 1.510 -0.112 -0.509
H 0.062 -2.917 -0.687
H -0.727 1.658 -2.420
```

Summary:
Total energy, eV: -10320.143
Charge: +1
Frontier orbital gap (alpha / beta), eV: 9.0064 / 9.2352

Results of the Löwdin charge analysis, in e, for atoms 1 through 4: -0.385 -0.336 0.003 0.164

***

# 9
A cluster of 2 separate species, C3H9N2O2 in total at a distorted geometry. Source: the OMol25 dataset; level of theory: the ωB97M-V functional and the def2-TZVPD basis.

Structure (XYZ):
```
16
C3H9N2O2 | the OMol25 dataset | the ωB97M-V functional and the def2-TZVPD basis
C 1.237 0.101 0.902
C 1.437 -0.064 -0.604
C -0.775 -0.532 -0.009
N -0.007 -0.628 1.074
N 0.042 0.054 -1.106
O -1.789 -1.316 -0.254
O -1.838 1.308 0.041
H 2.032 -0.340 1.501
H 1.118 1.156 1.175
H 2.105 0.669 -1.050
H 1.798 -1.074 -0.817
H -0.396 -0.864 1.980
H -0.107 -0.401 -2.014
H -0.361 1.039 -1.113
H -2.556 -0.825 -0.605
H -1.936 1.716 0.901
```

Summary:
Total energy, eV: -10323.663
Charge: +1
Frontier orbital gap, eV: 9.9611

Results of the Löwdin charge analysis, in e, for atoms 1 through 4: -0.097 -0.060 -0.374 0.133

***

# 10
The ion C3H9N2O2 with charge +1 at a distorted geometry. Source: the OMol25 dataset; level of theory: the ωB97M-V functional and the def2-TZVPD basis.

Structure (XYZ):
```
16
C3H9N2O2 | the OMol25 dataset | the ωB97M-V functional and the def2-TZVPD basis
C -1.999 0.326 -0.338
N -0.819 0.670 0.517
C 0.229 -0.397 0.423
O -0.116 -1.488 -0.277
C 1.536 0.310 -0.069
N 2.589 -0.482 -0.006
O 1.457 1.475 -0.370
H -2.201 -0.649 -0.208
H -2.849 0.895 -0.136
H -1.918 0.684 -1.413
H -0.567 1.636 0.070
H -1.182 0.768 1.421
H 0.420 -0.812 1.464
H -0.490 -1.363 -1.186
H 2.418 -1.501 0.198
H 3.492 -0.073 -0.088
```

Summary:
Total energy, eV: -10324.784
Charge: +1
Frontier orbital gap, eV: 11.1166
SMILES: C[NH2+][C@@H](O)C(N)=O

Results of the Löwdin charge analysis, in e, for atoms 1 through 4: 0.016 0.093 -0.304 0.039

***

Q: Which value of total energy does entry 7 give?
A: -10325.455 eV

***

Q: Which of these has the highest total energy?
A: number 6